1.
Computed, not measured: a molecular structure, C20H39O3P3Pt, with wB97M-V/def2-TZVPD.

Cartesian coordinates (Å):
Pt -2.243 0.746 -0.079
P -2.510 -4.135 -1.134
P 0.871 2.599 3.389
P 1.993 1.245 -2.893
O 0.200 -1.017 -2.390
O 1.645 -0.756 0.158
O -0.399 -0.710 2.085
C -4.036 1.715 0.403
C -2.844 -3.713 -2.877
C -0.990 -5.063 -0.796
C -0.370 1.644 4.394
C 1.005 -0.276 -2.793
C -1.780 2.712 0.344
C -2.939 2.336 1.066
C 1.184 3.967 4.550
C -4.083 -4.627 -0.362
C 3.979 -0.738 0.760
C -2.857 1.944 -1.729
C 3.582 0.493 -3.284
C 1.821 2.002 -1.267
C 2.321 1.497 3.674
C 2.650 -1.397 0.530
C -1.007 -0.056 1.323
C 2.569 -2.886 0.739
C -3.986 1.534 -1.008
C 1.206 2.134 -4.255
C -1.692 2.417 -1.062
H 2.242 4.301 4.579
H -3.657 -2.963 -2.860
H 4.767 -1.281 0.222
H -0.481 2.099 5.385
H -1.947 -3.294 -3.361
H 3.957 0.300 0.411
H -0.221 -4.836 -1.557
H 3.109 2.067 4.192
H -2.787 1.699 -2.814
H 0.566 4.842 4.227
H -4.888 1.297 0.962
H -3.983 -4.625 0.739
H -0.069 0.592 4.505
H -0.879 3.074 0.862
H 2.643 2.670 -0.998
H -3.177 -4.491 -3.563
H -4.780 0.968 -1.515
H 1.251 1.568 -5.202
H -1.339 1.682 3.872
H 0.910 2.618 -1.181
H 0.141 2.301 -4.030
H 0.866 3.714 5.554
H -4.892 -3.930 -0.663
H 1.760 1.234 -0.478
H -2.950 2.369 2.169
H -1.050 -6.167 -0.758
H 1.598 -3.134 1.175
H 2.643 -3.389 -0.233
H 3.891 -0.160 -2.457
H 1.638 3.123 -4.455
H -0.659 -4.758 0.222
H 2.047 0.616 4.270
H 2.713 1.153 2.705
H 3.490 -0.139 -4.183
H 4.228 -0.743 1.830
H 3.371 -3.255 1.386
H -4.522 -5.609 -0.572
H 4.400 1.201 -3.465
H -0.764 2.544 -1.625

Calculated values
- Energy above the lowest of the compared OMol25 structures with the same formula, charge and spin: 19.8 kcal/mol
- Frontier orbital gap (alpha / beta): 7.07 / 5.14 eV
- Spin multiplicity: 5
- F_max: 0.1911 hartree/bohr
- E_LUMO (alpha / beta): -0.39916 / -0.53344 Eh
- Net charge: +4
- Expectation value of S²: 6.009

2.
Computed, not measured: a molecular structure, CBrNO3, with wB97M-V/def2-TZVPD.

Cartesian coordinates (Å):
Br -0.339 -0.459 2.152
O -1.419 -1.576 0.361
O 1.505 0.265 -1.003
O 0.394 2.106 -0.182
N -1.112 -1.546 -0.733
C 0.971 1.209 -0.595

Calculated values
- Energy above the lowest of the compared OMol25 structures with the same formula, charge and spin: 20.8 kcal/mol
- Frontier orbital gap (alpha / beta): 9.39 / 7.31 eV
- Spin multiplicity: 1
- F_max: 0.0404 hartree/bohr
- E_LUMO (alpha / beta): -0.04527 / -0.09321 Eh

3.
Computed, not measured: a molecular structure, C51H67N2OP2PdTe, with wB97M-V/def2-TZVPD.

Cartesian coordinates (Å):
Te 2.415 1.210 -0.701
Pd -1.691 -0.321 0.183
P -1.574 1.064 2.175
P -2.583 -2.013 -1.220
O -0.160 -1.864 0.677
N -2.608 -1.602 1.762
N 0.835 -0.231 -0.456
C -3.473 -2.610 1.366
C 5.730 3.649 0.772
C 5.558 4.932 0.252
C -1.906 -1.561 2.932
C -0.556 -2.343 -3.052
C 1.924 1.520 -2.723
C 4.367 -2.922 -0.211
C 2.199 -2.117 0.478
C 4.479 5.170 -0.593
C -0.458 -0.315 4.414
C 2.643 1.524 -5.004
C -3.086 1.853 2.913
C -0.288 -1.429 5.243
C -0.242 2.334 2.197
C 3.570 4.174 -0.940
C -0.939 -2.618 4.891
C -0.745 3.488 1.309
C -4.360 1.157 2.425
C 0.342 2.898 3.494
C 2.960 1.380 -3.654
C -5.237 -4.641 0.516
C -3.890 -1.400 -2.398
C 0.573 -1.364 6.475
C 4.415 1.116 -3.307
C 6.532 6.031 0.591
C 3.238 -2.151 -0.451
C -4.089 -2.209 -3.683
C 1.358 1.798 -5.436
C 0.605 1.802 -3.119
C -5.187 -4.244 1.856
C 2.420 4.516 -1.860
C 2.293 -2.885 1.640
C 1.038 1.957 -6.901
C 4.463 -3.667 0.954
C -1.342 -3.125 -1.986
C 3.801 2.898 -0.413
C -3.553 -2.955 0.004
C -0.551 1.988 -2.161
C 0.937 -1.353 0.228
C -1.817 -4.486 -2.487
C -3.639 0.077 -2.726
C 0.355 1.939 -4.474
C 4.859 2.611 0.470
C 3.426 -3.648 1.881
C -4.332 -3.248 2.276
C 5.110 1.241 1.070
C -1.242 -0.352 3.278
C -4.422 -3.965 -0.391
C -3.053 1.912 4.439
C -6.174 -5.734 0.065
C -1.728 -2.692 3.767
H -0.656 2.179 -4.798
H 0.556 1.826 1.664
H -3.521 0.681 -1.827
H 6.884 5.944 1.620
H -0.678 -3.289 -1.138
H -0.419 3.364 4.121
H -5.238 1.712 2.764
H 4.585 0.874 -2.260
H -2.740 0.193 -3.338
H -4.345 -2.923 3.309
H -6.203 -6.549 0.791
H -4.265 -3.268 -3.493
H 6.087 7.018 0.454
H 5.341 -4.276 1.137
H 2.573 4.098 -2.858
H 0.694 2.971 -7.111
H -0.011 -1.607 7.365
H -2.494 -4.403 -3.341
H -4.401 1.094 1.337
H -2.299 -5.069 -1.705
H -4.966 -1.825 -4.210
H -1.049 1.045 -1.992
H 4.807 0.290 -3.903
H -5.881 -6.141 -0.902
H 5.025 1.996 -3.530
H 4.329 6.168 -0.998
H -4.434 0.145 2.828
H 3.497 -4.236 2.788
H 6.571 3.452 1.432
H 1.471 4.131 -1.486
H -0.263 -1.349 -2.702
H 0.237 1.276 -7.197
H -3.239 0.928 4.871
H 1.012 -0.376 6.612
H 4.285 0.916 1.710
H -0.805 -3.501 5.509
H 1.906 1.756 -7.526
H -2.105 2.278 4.833
H -4.799 -1.473 -1.802
H 5.165 -2.955 -0.944
H 0.358 -2.887 -3.301
H 2.325 5.596 -1.961
H 7.411 5.970 -0.060
H -0.942 -5.048 -2.823
H -3.080 2.868 2.513
H -4.484 0.486 -3.286
H 0.037 0.604 4.695
H 5.253 0.479 0.299
H -4.488 -4.231 -1.442
H -1.360 3.151 0.470
H -7.195 -5.351 -0.028
H -5.847 -4.720 2.576
H 1.059 3.679 3.227
H 3.147 -1.622 -1.390
H -3.839 2.587 4.789
H -0.230 2.361 -1.189
H 6.006 1.253 1.686
H 1.478 -2.861 2.352
H 1.383 -2.096 6.417
H 0.885 2.160 4.080
H -1.130 -2.232 -3.974
H 3.440 1.423 -5.737
H -3.236 -2.116 -4.357
H -1.284 2.682 -2.567
H 0.107 4.041 0.904
H -2.167 -3.637 3.480
H -1.339 4.191 1.898

Calculated values
- Frontier orbital gap (alpha / beta): 8.77 / 5.99 eV
- Spin multiplicity: 6
- F_max: 0.0188 hartree/bohr
- E_LUMO (alpha / beta): -0.14064 / -0.26577 Eh
- Net charge: +2
- Expectation value of S²: 8.829

4.
Computed, not measured: a molecular structure, C19H28AlFGeN3O2Si, with wB97M-V/def2-TZVPD.

Cartesian coordinates (Å):
Ge 0.180 3.792 -1.390
Si -0.644 -0.756 2.723
Al -0.408 0.723 -0.179
F 1.926 1.504 -0.138
O 0.415 -0.097 -1.614
O -1.892 -0.459 -0.548
N -0.372 -0.861 -2.298
N 0.272 -0.103 1.325
N -1.477 -1.146 -1.674
C -2.914 -3.010 -1.153
C 1.555 4.762 -0.397
C -2.986 -4.354 -1.285
C -2.074 -2.341 -2.058
C 3.926 0.372 0.549
C -2.478 -5.035 -2.380
C 2.531 0.464 0.520
C 1.624 -0.388 1.222
C 0.315 -0.119 4.226
C -1.663 -2.899 -3.273
C 4.543 -0.704 1.115
C 1.150 3.077 -2.940
C -1.836 -4.273 -3.359
C -0.724 5.293 -2.334
C -0.923 -2.604 2.951
C -0.968 2.446 -0.565
C -2.411 0.026 2.694
C 3.714 -1.662 1.773
C 2.318 -1.520 1.776
H -3.331 -2.474 -0.286
H 4.105 -2.439 2.400
H -1.147 6.050 -1.634
H 2.410 4.167 0.013
H -3.166 -0.681 3.050
H 0.295 0.959 4.407
H 1.930 5.556 -1.047
H -2.022 2.705 -0.604
H 5.582 -0.919 0.984
H 0.062 -0.657 5.155
H -2.536 -6.108 -2.513
H -1.196 -2.272 -4.070
H 4.479 1.203 0.080
H 1.391 -0.268 4.107
H -1.847 -2.768 3.542
H -2.407 0.824 3.441
H -2.736 0.362 1.728
H 1.054 5.288 0.426
H 1.757 -2.185 2.486
H -1.510 4.793 -2.962
H -3.398 -4.904 -0.449
H -0.151 -3.055 3.561
H -1.011 -3.076 1.975
H 2.218 2.851 -2.792
H 0.050 5.738 -3.009
H -1.487 -4.829 -4.262
H 0.737 2.177 -3.313
H 1.174 3.832 -3.704

Calculated values
- Frontier orbital gap (alpha / beta): 4.15 / 4.16 eV
- Spin multiplicity: 1
- F_max: 0.0542 hartree/bohr
- E_LUMO (alpha / beta): 0.07694 / 0.07699 Eh
- Net charge: -1

5.
Computed, not measured: a molecular structure, C48H41Br2CaN13O6S2, with wB97M-V/def2-TZVPD.

Cartesian coordinates (Å):
Br 0.236 6.606 -2.539
Br -1.317 0.569 -7.128
Ca -0.395 -0.087 -0.203
S -1.673 -3.413 -0.304
S 1.900 -2.364 -3.101
O 0.408 3.572 6.189
O -1.378 -3.897 -1.639
O 0.666 -1.337 1.173
O -0.823 -3.902 0.746
O -3.561 -0.280 -0.389
O 1.536 0.322 -0.787
N -0.536 2.334 -0.915
N 0.674 5.120 7.726
N 3.672 2.350 3.030
N -3.484 1.450 2.662
N 1.222 -4.907 -2.864
N -0.883 0.188 -2.522
N 1.740 1.520 2.436
N -0.403 4.296 8.097
N -1.604 0.833 1.590
N 3.511 1.258 3.819
N -2.811 0.501 3.368
N 3.526 -4.384 -2.754
N -1.830 -1.799 -0.304
C -5.436 -2.568 0.215
C -0.111 4.655 -0.508
C -0.283 3.830 -2.753
C -0.751 1.379 -3.129
C 4.171 -1.893 0.430
C -3.356 0.065 4.642
C 3.810 0.205 -1.345
C 2.272 5.069 5.817
C 2.882 -1.324 0.316
C 3.995 4.448 4.247
C 3.832 6.715 5.052
C 2.906 4.113 5.038
C -3.157 -1.422 -0.247
C -0.082 4.873 -1.872
C -1.447 2.282 7.112
C -3.372 -3.778 0.027
C 4.164 -5.678 -2.578
C -1.126 -0.884 -3.277
C 1.816 -1.809 1.175
C -0.857 1.526 -4.499
C -6.082 -3.780 0.432
C 2.233 -4.017 -2.898
C 4.453 5.759 4.253
C -0.511 2.561 -2.235
C 1.227 -6.327 -2.541
C -1.922 1.775 8.316
C 2.090 -2.913 2.166
C -1.287 -0.823 -4.656
C -3.993 -4.995 0.232
C -2.754 0.671 5.893
C 2.605 2.487 2.229
C -4.069 -2.591 0.012
C -3.210 0.157 7.104
C 1.114 4.653 6.615
C 5.040 -0.371 -1.196
C -1.859 1.731 5.896
C 2.738 6.380 5.834
C -0.505 3.407 7.173
C 2.672 -0.248 -0.611
C -1.698 0.148 2.718
C 4.642 3.369 3.398
C -0.341 3.359 -0.086
C -1.138 0.400 -5.257
C 5.237 -1.446 -0.301
C -5.368 -4.978 0.439
C 2.349 0.793 3.413
C -2.802 0.705 8.307
C -2.727 1.609 1.609
H -3.904 -0.678 7.101
H 5.417 2.850 3.957
H -2.995 2.275 0.805
H -1.491 2.146 4.964
H -1.223 -1.831 -2.769
H 4.325 -2.708 1.126
H -0.356 3.120 0.974
H 0.347 -4.441 -2.667
H -0.258 4.015 -3.815
H -3.433 -5.920 0.240
H 5.876 -0.004 -1.782
H 2.830 -2.596 2.904
H -1.500 -1.717 -5.224
H -0.989 -0.596 3.061
H -7.153 -3.798 0.596
H -4.402 0.360 4.599
H -3.317 -1.023 4.688
H 4.203 -6.258 -3.503
H -3.168 0.297 9.241
H 4.135 -3.592 -2.879
H 2.509 3.295 1.518
H 1.954 -6.873 -3.133
H 3.684 -6.270 -1.807
H -5.892 -5.911 0.604
H 5.186 -5.492 -2.254
H 0.244 -6.714 -2.796
H 5.294 6.043 3.628
H 4.198 7.734 5.050
H -0.743 2.482 -4.985
H 2.478 -3.799 1.661
H 3.644 1.012 -2.048
H 0.040 5.458 0.199
H 5.093 3.788 2.501
H 1.920 -0.103 3.839
H -5.970 -1.626 0.202
H 2.539 3.095 5.055
H -1.587 2.222 9.243
H 1.399 -6.521 -1.479
H 2.242 7.120 6.450
H 6.215 -1.896 -0.184
H 1.155 -3.173 2.654

Calculated values
- Energy above the lowest of the compared OMol25 structures with the same formula, charge and spin: 39.8 kcal/mol
- Frontier orbital gap: 6.88 eV
- Spin multiplicity: 1
- F_max: 0.0417 hartree/bohr
- E_LUMO: -0.00766 Eh

Which formula does entry 4 have?
C19H28AlFGeN3O2Si